# C4H17N2O2

3 unconnected molecules or ions with the total composition C4H17N2O2 in a non-equilibrium geometry (the ωB97M-V functional and the def2-TZVPD basis, the Open Molecules 2025 dataset).

Results
2S+1: 1
LUMO energy in eV: -2.528
DFT total energy in eV: -11492.023
ΔE to the lowest compared entry with this formula, charge and spin in eV: 1.868
Net charge: +1
Highest occupied orbital energy in eV: -13.3961

Each line ends with the Mulliken charge.
Element x y z (Å)
N1 0.5870 -1.7112 -0.3268  -0.481
C1 1.2519 -0.4333 -0.1817  -0.491
C2 0.1714 0.7700 -0.5910  -0.729
N2 -1.1842 0.2507 -0.7907  0.020
C3 -1.8092 1.2650 -1.6739  -0.870
C4 -1.7492 0.1419 0.5856  -0.829
H1 0.2223 -2.2009 0.4756  0.185
H2 1.1765 -2.3674 -0.8259  0.219
H3 -1.1119 -0.6802 -1.2600  0.440
H4 2.1035 -0.2517 -0.8319  0.426
H5 1.4842 -0.1872 0.8544  0.264
H6 0.6612 1.1978 -1.4779  0.376
H7 0.2613 1.5336 0.1566  0.343
H8 -2.8738 1.0575 -1.8363  0.371
H9 -1.2748 1.2700 -2.6381  0.363
H10 -1.7579 2.2931 -1.2652  0.361
H11 -2.6740 -0.4242 0.6658  0.330
H12 -2.0381 1.1560 0.8673  0.369
H13 -1.0168 -0.3398 1.2662  0.314
H14 -1.0516 3.2243 2.8775  0.298
H15 -0.0795 2.0921 2.9764  0.311
O1 -0.6393 2.5372 2.3295  -0.597
H16 3.8992 -4.1944 0.2748  0.328
H17 3.8560 -2.6815 -0.1490  0.318
O2 3.5861 -3.3174 0.5184  -0.638